No. 1
This record from the Open Molecules 2025 dataset describes C40H38F6IrN6O4S3 as an isolated structure. The level of theory is ωB97M-V/def2-TZVPD.

Structure (XYZ):
```
98
Properties=species:S:1:pos:R:3
Ir -0.098 -0.218 0.018
S 1.656 -0.482 1.523
C 0.842 -0.580 2.989
N 1.464 -0.596 4.155
C 0.720 -0.764 5.401
C -0.567 0.009 5.332
N -1.295 -0.350 4.114
C -2.761 -0.252 4.212
C -3.335 -1.395 5.010
C -3.981 -1.151 6.215
C -4.503 -2.202 6.957
C -4.374 -3.503 6.500
C -3.727 -3.754 5.296
C -3.212 -2.706 4.552
C -0.664 -0.678 3.006
S -1.464 -1.204 1.618
C 2.921 -0.421 4.297
C 3.222 0.957 4.836
C 3.855 1.117 6.061
C 4.118 2.390 6.552
C 3.742 3.505 5.821
C 3.110 3.350 4.592
C 2.851 2.082 4.101
H 1.337 -0.380 6.211
H 0.533 -1.828 5.574
H -0.379 1.087 5.338
H -1.201 -0.243 6.181
H -3.160 -0.211 3.200
H -2.974 0.699 4.703
H -4.089 -0.132 6.571
H -5.011 -2.002 7.892
H -4.781 -4.323 7.077
H -3.632 -4.770 4.934
H -2.721 -2.906 3.606
H 3.387 -0.590 3.330
H 3.277 -1.192 4.981
H 4.154 0.245 6.632
H 4.617 2.506 7.505
H 3.950 4.497 6.201
H 2.827 4.218 4.011
H 2.379 1.967 3.130
N -7.001 -3.906 -1.778
C -6.111 -2.856 -1.719
C -5.710 -2.199 -2.888
C -4.784 -1.178 -2.836
C -4.250 -0.797 -1.612
C -4.638 -1.438 -0.441
C -5.560 -2.461 -0.492
S -3.072 0.489 -1.541
O -3.205 1.187 -0.287
O -3.111 1.225 -2.767
N -1.621 -0.273 -1.390
C -1.188 -1.399 -1.986
N -0.108 -1.807 -1.253
C 0.526 -2.920 -1.595
C 0.084 -3.643 -2.684
C -1.022 -3.148 -3.371
N -1.670 -2.037 -3.039
H -7.570 -3.977 -2.604
H -7.481 -4.150 -0.929
H -6.132 -2.497 -3.840
H -4.470 -0.669 -3.736
H -4.230 -1.113 0.508
H -5.872 -2.959 0.418
H 1.373 -3.216 -0.989
H 0.579 -4.551 -2.991
H -1.405 -3.676 -4.237
C -0.956 3.087 -0.688
C -0.685 2.698 0.717
O -0.383 1.551 1.084
C -0.768 3.723 1.787
C -0.470 3.370 3.104
C -0.530 4.311 4.114
C -0.897 5.620 3.818
C -1.193 5.981 2.513
C -1.127 5.038 1.499
H -0.855 2.256 -1.371
H -0.231 3.852 -0.978
H -1.956 3.517 -0.752
H -0.177 2.351 3.315
H -0.282 4.037 5.132
H -0.947 6.358 4.607
H -1.474 6.999 2.282
H -1.359 5.331 0.485
C 2.949 -0.453 -1.712
C 2.111 0.799 -1.968
O 0.919 0.938 -1.299
C 2.960 2.027 -1.555
F 4.124 2.114 -2.213
F 2.312 3.185 -1.722
F 3.254 1.931 -0.238
C 1.774 0.842 -3.478
F 1.100 1.938 -3.823
F 2.866 0.765 -4.256
F 0.998 -0.220 -3.784
H 3.130 -0.574 -0.646
H 3.914 -0.375 -2.210
H 2.438 -1.328 -2.101
```

Properties
electronic energy: -4074.5900 hartree
E_LUMO: -0.1501 Eh
total charge: +1
F_max: 0.0027 hartree/bohr
ΔE to the lowest compared entry with this formula, charge and spin: 0.9 kcal per mole
gap between HOMO and LUMO: 6.099 eV
spin multiplicity: 1



No. 2
This record from the Open Molecules 2025 dataset describes C40H39BrGe2N3O4V as an isolated structure. The level of theory is ωB97M-V/def2-TZVPD.

Structure (XYZ):
```
90
Properties=species:S:1:pos:R:3
V 0.557 -1.007 0.550
C 7.496 0.432 0.471
O 7.114 0.331 1.830
C 5.791 0.087 2.091
C 5.477 0.011 3.453
C 4.179 -0.216 3.820
C 3.151 -0.398 2.885
C 1.801 -0.659 3.306
C 1.366 -0.572 4.758
O 0.870 -0.969 2.563
C 3.466 -0.315 1.496
O 2.601 -0.414 0.567
C 4.822 -0.072 1.133
H 8.567 0.624 0.472
H 6.976 1.256 -0.024
H 7.292 -0.497 -0.067
H 6.277 0.139 4.168
H 3.936 -0.283 4.871
H 2.062 -0.058 5.415
H 1.198 -1.583 5.134
H 0.401 -0.066 4.774
H 5.018 -0.009 0.075
Br -4.186 3.952 -7.650
C -2.849 4.384 -6.369
C -1.752 5.141 -6.752
C -0.790 5.454 -5.817
C -0.886 5.004 -4.488
C -2.016 4.245 -4.130
C -2.985 3.943 -5.062
N 0.067 5.455 -3.581
N 0.295 4.890 -2.465
C 0.235 3.551 -2.235
C 0.272 2.539 -3.229
C 0.323 1.204 -2.934
C 0.341 0.784 -1.582
O 0.382 -0.405 -1.215
C 0.292 1.789 -0.531
N 0.288 1.312 0.703
C 0.263 2.163 1.710
C 0.241 3.548 1.518
C 0.231 4.047 0.235
C 0.255 3.152 -0.846
H -1.660 5.489 -7.772
H 0.064 6.062 -6.085
H -2.132 3.898 -3.115
H -3.851 3.363 -4.774
H 0.291 2.825 -4.267
H 0.368 0.473 -3.728
H 0.233 1.736 2.706
H 0.223 4.202 2.378
H 0.209 5.109 0.028
Ge -1.992 -0.987 0.845
C -3.057 -2.651 0.777
C -4.246 -2.710 0.047
C -4.977 -3.887 -0.047
C -4.535 -5.034 0.597
C -3.357 -4.993 1.330
C -2.627 -3.813 1.407
C -2.464 -0.116 2.570
C -2.203 -0.735 3.789
C -2.478 -0.104 4.995
C -3.011 1.179 5.007
C -3.273 1.817 3.802
C -3.005 1.171 2.601
H -2.686 -0.071 -0.226
H -4.603 -1.824 -0.466
H -5.893 -3.908 -0.627
H -5.100 -5.956 0.523
H -2.999 -5.884 1.832
H -1.692 -3.808 1.957
H -1.771 -1.732 3.804
H -2.272 -0.615 5.930
H -3.222 1.675 5.948
H -3.688 2.819 3.795
H -3.212 1.687 1.668
C 1.996 -2.993 -2.566
Ge 0.417 -3.542 -1.494
C 0.433 -5.529 -1.309
C -1.266 -3.036 -2.403
C 0.556 -2.767 0.296
H 1.891 -3.336 -3.600
H 2.908 -3.423 -2.153
H 2.088 -1.908 -2.560
H 0.268 -6.007 -2.279
H -0.364 -5.846 -0.635
H 1.384 -5.883 -0.910
H -1.184 -3.238 -3.475
H -1.474 -1.975 -2.267
H -2.103 -3.611 -2.005
H 0.633 -3.492 1.110
```

Properties
electronic energy: -9684.7648 hartree
E_LUMO (spin up / spin down): 0.0579 / 0.0551 Eh
⟨S²⟩: 0.96
total charge: -1
F_max: 0.0345 hartree/bohr
gap between HOMO and LUMO (spin up / spin down): 5.971 / 5.788 eV
spin multiplicity: 2



No. 3
This record from the Open Molecules 2025 dataset describes C40H40N9O3PReS2 as an isolated structure. The level of theory is ωB97M-V/def2-TZVPD.

Structure (XYZ):
```
96
Properties=species:S:1:pos:R:3
Re -0.649 -0.141 0.127
O -2.307 5.226 -4.085
C -1.506 4.336 -4.401
O -0.818 4.148 -5.412
C -1.308 3.259 -3.304
C -2.023 3.318 -2.116
C -1.800 2.374 -1.132
N -0.910 1.380 -1.314
C -0.138 1.373 -2.419
C -0.335 2.282 -3.444
C 1.010 0.476 -2.292
C 1.985 0.324 -3.272
C 3.115 -0.410 -2.979
C 3.251 -0.965 -1.712
C 2.230 -0.812 -0.799
N 1.124 -0.112 -1.080
C -2.312 2.452 0.241
C -3.347 3.297 0.609
C -3.718 3.360 1.939
C -3.026 2.590 2.860
C -2.015 1.760 2.417
N -1.654 1.678 1.132
H -2.698 4.156 -1.997
H 0.259 2.313 -4.348
H 1.853 0.789 -4.237
H 3.885 -0.546 -3.725
H 4.126 -1.536 -1.438
H 2.263 -1.256 0.183
H -3.861 3.875 -0.144
H -4.536 3.994 2.252
H -3.278 2.604 3.911
H -1.475 1.116 3.095
S -0.956 -1.322 2.122
C -2.673 -1.289 1.843
S -3.010 -0.708 0.250
C -3.584 -1.515 2.844
C -3.094 -1.753 4.159
N -2.705 -1.896 5.233
C -4.980 -1.367 2.632
N -6.108 -1.226 2.453
C -0.717 -1.942 -1.121
C -0.382 -3.233 -0.441
C 0.910 -3.758 -0.452
C 1.217 -4.932 0.214
C 0.220 -5.619 0.898
C -1.089 -5.137 0.882
C -1.379 -3.964 0.215
C 0.536 -6.831 1.597
N 0.799 -7.800 2.154
H -1.736 -2.020 -1.495
H -0.084 -1.828 -2.004
H 1.686 -3.261 -1.018
H 2.223 -5.328 0.195
H -1.869 -5.686 1.391
H -2.397 -3.596 0.203
O 1.008 0.443 1.383
P 1.518 1.426 2.419
N 0.759 1.334 3.867
C 0.896 0.097 4.690
C 0.633 0.561 6.117
C -0.309 1.743 5.916
C 0.302 2.448 4.713
N 3.085 1.008 2.735
C 4.041 0.828 1.632
C 5.225 1.700 2.028
C 5.257 1.531 3.543
C 3.776 1.523 3.931
N 1.391 2.952 1.830
C 1.810 4.207 2.453
C 0.825 5.199 1.846
C 0.709 4.727 0.390
C 1.146 3.249 0.413
H 1.880 -0.352 4.551
H 0.144 -0.627 4.384
H 1.556 0.891 6.600
H 0.195 -0.234 6.716
H -0.376 2.400 6.782
H -1.313 1.383 5.678
H 1.135 3.075 5.045
H -0.410 3.075 4.172
H 3.597 1.117 0.680
H 4.336 -0.224 1.560
H 5.020 2.741 1.767
H 6.152 1.404 1.540
H 5.808 2.318 4.055
H 5.717 0.576 3.805
H 3.441 2.534 4.182
H 3.582 0.886 4.796
H 2.839 4.456 2.161
H 1.772 4.165 3.537
H 1.159 6.232 1.929
H -0.132 5.107 2.362
H 1.372 5.303 -0.255
H -0.300 4.844 -0.004
H 2.063 3.114 -0.173
H 0.400 2.572 0.022
```

Properties
electronic energy: -3482.9055 hartree
E_LUMO (spin up / spin down): -0.0544 / -0.0640 Eh
⟨S²⟩: 0.76
F_max: 0.0217 hartree/bohr
gap between HOMO and LUMO (spin up / spin down): 6.723 / 6.488 eV
spin multiplicity: 2



No. 4
This record from the Open Molecules 2025 dataset describes C40H40NP2SiTl as an isolated structure. The level of theory is ωB97M-V/def2-TZVPD.

Structure (XYZ):
```
85
Properties=species:S:1:pos:R:3
Tl 1.619 -1.914 -0.157
C -0.600 0.935 -1.233
N -0.538 1.901 -0.187
C 0.255 1.484 0.928
P -0.148 -0.258 1.538
C -1.695 0.193 2.421
C -1.649 1.005 3.551
C -2.817 1.468 4.123
C -4.041 1.130 3.568
C -4.094 0.306 2.458
C -2.925 -0.168 1.886
C 0.989 -0.391 2.963
C 2.222 0.251 3.037
C 3.064 0.010 4.106
C 2.710 -0.901 5.087
C 1.495 -1.559 5.008
C 0.638 -1.304 3.956
C -1.372 3.010 -0.209
C -1.867 3.596 0.957
C -2.700 4.697 0.901
C -3.070 5.252 -0.314
C -2.586 4.681 -1.479
C -1.751 3.583 -1.430
P 1.070 0.420 -1.978
C 2.194 1.845 -1.683
C 3.509 1.507 -1.370
C 4.465 2.484 -1.168
C 4.109 3.819 -1.247
C 2.800 4.166 -1.542
C 1.847 3.189 -1.776
C 0.609 0.698 -3.726
C -0.512 0.019 -4.202
C -0.949 0.226 -5.497
C -0.257 1.090 -6.332
C 0.875 1.741 -5.872
C 1.315 1.540 -4.576
H -1.254 1.264 -2.038
H -1.016 -0.009 -0.827
H 0.182 2.192 1.756
H 1.304 1.428 0.590
H -0.694 1.277 3.979
H -2.771 2.109 4.992
H -4.952 1.510 4.006
H -5.047 0.043 2.026
H -2.962 -0.816 1.022
H 2.532 0.944 2.268
H 4.008 0.530 4.170
H 3.382 -1.099 5.909
H 1.219 -2.275 5.769
H -0.318 -1.810 3.896
H -1.627 3.173 1.919
H -3.075 5.118 1.823
H -3.723 6.109 -0.352
H -2.855 5.090 -2.443
H -1.386 3.181 -2.362
H 3.771 0.459 -1.285
H 5.482 2.198 -0.939
H 4.852 4.588 -1.082
H 2.518 5.208 -1.585
H 0.842 3.481 -2.034
H -1.029 -0.671 -3.548
H -1.833 -0.282 -5.857
H -0.599 1.251 -7.343
H 1.408 2.415 -6.526
H 2.203 2.045 -4.227
C 0.292 -4.688 -2.928
Si -0.202 -3.616 -1.397
C -2.117 -3.862 -1.316
C 0.273 -4.674 0.163
C 0.022 -4.106 1.412
C 0.349 -4.752 2.590
C 0.979 -5.983 2.543
C 1.273 -6.553 1.317
C 0.924 -5.904 0.145
H -0.131 -5.689 -2.902
H 1.371 -4.783 -3.022
H -0.065 -4.210 -3.836
H -2.369 -4.917 -1.367
H -2.621 -3.360 -2.138
H -2.525 -3.475 -0.386
H -0.508 -3.155 1.464
H 0.112 -4.304 3.545
H 1.240 -6.494 3.457
H 1.770 -7.513 1.276
H 1.155 -6.364 -0.804
```

Properties
electronic energy: -2747.6546 hartree
E_LUMO: 0.0096 Eh
F_max: 0.0238 hartree/bohr
ΔE to the lowest compared entry with this formula, charge and spin: 4.6 kcal per mole
gap between HOMO and LUMO: 6.713 eV
spin multiplicity: 1



No. 5
This record from the Open Molecules 2025 dataset describes C40H41F12Ge2IrN4O6S as an isolated structure. The level of theory is ωB97M-V/def2-TZVPD.

Structure (XYZ):
```
107
Properties=species:S:1:pos:R:3
Ir -0.873 1.687 0.187
C 4.732 2.642 -4.389
C 3.751 2.483 -3.260
C 4.010 2.998 -1.994
C 3.162 2.721 -0.946
C 1.996 1.947 -1.100
N 1.301 1.600 0.060
C 2.083 1.080 1.084
C 3.189 0.269 0.740
C 4.027 -0.283 1.681
C 3.817 -0.058 3.037
C 4.733 -0.636 4.079
C 2.712 0.699 3.396
C 1.843 1.252 2.461
C 0.591 2.015 2.886
O -0.511 1.556 2.244
C 0.253 1.862 4.404
F 0.218 0.572 4.776
F 1.135 2.474 5.228
F -0.945 2.380 4.676
C 0.903 3.547 2.700
F 2.140 3.844 3.157
F 0.058 4.364 3.340
F 0.906 3.932 1.407
C 1.655 1.568 -2.409
C 2.555 1.806 -3.446
C 0.313 0.902 -2.675
O -0.724 1.517 -2.042
C 0.407 -0.598 -2.318
F -0.721 -1.250 -2.647
F 0.632 -0.795 -1.010
F 1.417 -1.210 -2.966
C -0.102 0.959 -4.184
F 0.596 0.174 -5.023
F 0.004 2.223 -4.652
F -1.388 0.614 -4.332
H 5.746 2.724 -4.001
H 4.521 3.542 -4.971
H 4.681 1.787 -5.062
H 4.904 3.586 -1.822
H 3.386 3.089 0.048
H 3.353 0.051 -0.307
H 4.856 -0.901 1.358
H 5.057 -1.637 3.791
H 4.241 -0.687 5.049
H 5.632 -0.025 4.189
H 2.548 0.860 4.451
H 2.344 1.431 -4.436
C -0.188 6.942 -1.542
N -0.913 5.887 -0.877
C -1.500 6.061 0.437
C -1.801 4.614 0.855
O -2.358 4.271 1.857
N -1.323 3.807 -0.161
C -0.811 4.570 -1.135
N -0.322 4.052 -2.243
H -0.708 7.885 -1.383
H -0.136 6.759 -2.615
H 0.831 7.035 -1.154
H -2.415 6.653 0.392
H -0.808 6.510 1.154
H -0.433 3.022 -2.341
H -0.020 4.618 -3.014
C -3.453 -5.840 -0.277
Ge -3.938 -3.912 -0.310
C -5.358 -3.675 1.060
C -4.651 -3.603 -2.157
Ge -1.823 -2.660 0.145
C -1.056 -2.801 1.943
C -1.465 -3.879 2.723
C -0.834 -4.162 3.923
C 0.225 -3.373 4.346
C 0.635 -2.294 3.575
C -0.006 -2.001 2.381
C -0.455 -3.624 -0.951
C -0.835 -4.322 -2.093
C 0.035 -5.203 -2.714
C 1.306 -5.401 -2.196
C 1.711 -4.680 -1.083
C 0.834 -3.807 -0.459
H -4.352 -6.437 -0.432
H -3.011 -6.128 0.676
H -2.740 -6.076 -1.065
H -6.339 -3.593 0.592
H -5.170 -2.787 1.657
H -5.361 -4.543 1.718
H -5.711 -3.347 -2.133
H -4.534 -4.524 -2.726
H -4.118 -2.808 -2.676
H -2.289 -4.497 2.379
H -1.156 -5.005 4.520
H 0.737 -3.598 5.272
H 1.465 -1.685 3.904
H 0.306 -1.145 1.793
H -1.827 -4.174 -2.509
H -0.277 -5.737 -3.603
H 1.979 -6.111 -2.658
H 2.714 -4.805 -0.694
H 1.155 -3.264 0.421
C -4.515 -0.294 -0.727
S -3.220 -0.160 0.495
O -3.072 1.260 0.755
O -3.538 -1.034 1.585
O -1.960 -0.713 -0.210
H -5.291 0.415 -0.453
H -4.904 -1.306 -0.718
H -4.082 -0.033 -1.690
```

Properties
electronic energy: -8074.1373 hartree
E_LUMO: -0.0376 Eh
F_max: 0.0849 hartree/bohr
ΔE to the lowest compared entry with this formula, charge and spin: 44.2 kcal per mole
gap between HOMO and LUMO: 5.845 eV
spin multiplicity: 1



- Look up the F_max of the third one.
  0.0217 hartree/bohr



- Which value of spin multiplicity does entry 2 give?
  2